Entry 1:
Computed, not measured: one molecule with the formula C4H4N2O2 at a distorted geometry, with the ωB97M-V functional and the def2-TZVPD basis.

Output
HOMO level ... -9.2 eV
SMILES ... O=c1nccc(O)[nH]1
LUMO energy ... 0.02 eV

Geometry as ORCA input:
```
! RIJCOSX wB97M-V def2-TZVPD def2/J DEFGRID3
* xyz 0 1
C -0.53 -1.06 0.03
C -0.26 -0.88 -1.31
C 0.44 0.35 -1.56
C 0.45 1.08 0.56
H -0.53 -2.81 0.69
H -0.86 -1.50 -2.03
H 0.82 0.29 -2.38
H -0.13 -0.22 1.82
N 0.77 1.25 -0.87
N -0.21 -0.06 0.90
O -1.22 -2.03 0.54
O 0.75 1.90 1.39
*
```

=====

Entry 2:
Computed, not measured: a 2-piece molecular cluster, C20H15F4N2O overall at a distorted geometry, with the ωB97M-V functional and the def2-TZVPD basis.

Output
HOMO level ... -11.8 eV
LUMO energy ... -6.73 eV

Geometry as ORCA input:
```
! RIJCOSX wB97M-V def2-TZVPD def2/J DEFGRID3
* xyz 1 1
F -2.01 4.86 1.77
C -1.80 3.50 1.67
C -2.90 2.67 1.58
C -2.62 1.30 1.53
F -3.69 0.44 1.46
C -1.34 0.79 1.53
C -0.20 1.67 1.50
C 1.10 1.10 1.33
C 2.41 1.69 1.41
C 3.53 0.81 1.58
C 4.81 1.33 1.65
F 5.88 0.46 1.75
C 5.10 2.69 1.62
C 4.00 3.53 1.49
F 4.21 4.89 1.54
C 2.69 3.09 1.34
C -0.48 3.06 1.71
H -3.91 3.06 1.53
H -1.19 -0.29 1.66
H 1.10 0.02 1.10
H 3.37 -0.25 1.77
H 6.11 3.07 1.66
H 1.88 3.80 1.26
H 0.31 3.74 2.00
C -3.76 -4.46 -2.34
C -2.61 -5.01 -2.95
C -1.42 -4.27 -2.98
C -1.37 -3.01 -2.37
C -0.08 -2.26 -2.30
N -0.15 -1.18 -1.43
N 1.08 -0.55 -1.10
O 0.92 -2.50 -2.97
C -2.53 -2.45 -1.80
C -3.72 -3.17 -1.77
H -4.69 -5.02 -2.32
H -2.65 -6.01 -3.39
H -0.53 -4.67 -3.45
H -0.78 -1.19 -0.64
H 1.81 -1.28 -1.17
H 1.25 0.17 -1.80
H -2.50 -1.44 -1.37
H -4.61 -2.72 -1.30
*
```

=====

Entry 3:
Computed, not measured: a 2-piece molecular cluster, C7H14N2 overall at a distorted geometry, with the ωB97M-V functional and the def2-TZVPD basis.

Output
HOMO level (spin up / spin down) ... -14.0 / -14.0 eV
LUMO energy (spin up / spin down) ... -4.01 / -7.82 eV
⟨S²⟩ ... 0.76

Geometry as ORCA input:
```
! RIJCOSX wB97M-V def2-TZVPD def2/J DEFGRID3
* xyz 1 2
C -2.83 1.81 -0.13
C -0.37 1.55 0.59
C -1.42 2.24 -0.12
C 0.39 3.29 -0.54
N 0.71 2.27 0.32
N -0.96 3.29 -0.78
H -0.21 0.62 1.12
H 1.70 2.08 0.49
H -2.97 0.73 -0.19
H -3.35 2.16 -1.02
H 1.17 3.99 -0.78
H -3.35 2.10 0.79
C 0.99 -1.86 0.17
C 1.04 -2.93 1.25
C 1.07 -2.24 -1.27
H 0.11 -1.22 0.38
H 1.71 -1.06 0.40
H 0.52 -2.67 2.17
H 1.63 -3.16 -1.49
H 2.07 -3.24 1.47
H 0.69 -3.89 0.86
H 0.10 -2.37 -1.78
H 1.57 -1.50 -1.90
*
```

=====

Energy above the lowest of the compared OMol25 structures with the same formula, charge and spin (computed, kcal per mole): 69.30, 0.49, 13.78